Computed, not measured: a structure of composition C7H13O in a non-equilibrium geometry, with ωB97M-V/def2-TZVPD.

CARTESIAN COORDINATES (ANGSTROEM)
C 3.35 -0.66 -0.06
O 3.93 0.48 -0.45
C 2.01 -0.37 0.60
C 1.07 0.01 -0.56
C -0.24 0.67 0.06
C -4.08 -0.14 -0.24
C -2.75 0.52 0.13
C -1.50 0.16 -0.25
H 3.99 -1.31 0.60
H 3.08 -1.44 -0.91
H 2.29 0.52 1.23
H 1.69 -1.16 1.29
H 0.67 -0.60 -1.27
H 1.77 0.56 -1.22
H -0.13 1.72 0.48
H 2.17 1.13 1.70
H -3.96 -1.03 -0.91
H -4.74 0.61 -0.71
H -4.59 -0.44 0.70
H -2.58 1.47 0.67
H -1.47 -0.69 -0.90

As for the electronic energy: -349.449070 a.u. Its charge is -1. The spin multiplicity is 1.

***

Computed, not measured: a structure of composition C31H38N4O13S3V in a non-equilibrium geometry, with ωB97M-V/def2-TZVPD.

CARTESIAN COORDINATES (ANGSTROEM)
V -0.34 -0.15 0.95
O -2.64 1.68 -2.56
C -1.56 2.39 -2.20
O -0.44 2.17 -2.60
C -1.93 3.57 -1.31
O -1.95 3.35 0.09
C -3.00 2.55 0.61
C -2.87 1.03 0.53
O -3.82 0.37 0.87
O -1.71 0.58 0.09
H -2.34 0.87 -2.99
H -1.19 4.33 -1.48
H -2.91 3.93 -1.63
H -3.04 2.77 1.68
H -3.95 2.85 0.15
O 0.17 -1.23 -1.38
S -0.42 -2.54 -1.83
C 0.89 -3.86 -1.74
C 1.93 -3.97 -2.86
C 2.97 -2.84 -2.94
C 4.28 -3.18 -2.19
S 4.59 -2.22 -0.69
O 3.34 -2.31 0.13
C 4.64 -0.62 -1.47
C 3.50 0.17 -1.51
C 3.57 1.41 -2.14
C 4.76 1.85 -2.69
C 5.90 1.05 -2.63
C 5.84 -0.19 -2.01
C -0.55 -2.39 -3.61
C -1.17 -3.39 -4.35
C -1.29 -3.24 -5.72
C -0.80 -2.09 -6.34
C -0.20 -1.09 -5.58
C -0.08 -1.23 -4.20
H 0.33 -4.79 -1.64
H 1.37 -3.63 -0.78
H 1.40 -4.03 -3.81
H 2.46 -4.92 -2.74
H 2.53 -1.93 -2.54
H 3.22 -2.64 -3.98
H 5.17 -3.01 -2.80
H 4.30 -4.22 -1.85
H 2.57 -0.16 -1.06
H 2.67 2.02 -2.18
H 4.81 2.82 -3.18
H 6.84 1.40 -3.05
H 6.73 -0.82 -1.94
H -1.56 -4.27 -3.85
H -1.77 -4.01 -6.31
H -0.89 -1.98 -7.41
H 0.18 -0.20 -6.07
H 0.36 -0.45 -3.59
N 2.45 -3.99 2.71
C 1.22 -3.26 2.39
C 1.50 -1.80 2.54
O 2.41 -1.47 3.43
O 0.93 -0.92 1.88
H 2.26 -4.98 2.77
H 2.79 -2.32 3.73
H 3.12 -3.86 1.96
H 0.44 -3.53 3.11
H 0.80 -3.44 1.40
C 0.13 3.38 2.82
N 1.46 2.82 2.64
C 1.74 1.93 1.67
N 3.00 1.40 1.68
O 0.94 1.69 0.73
H 0.21 4.44 3.05
H -0.40 2.87 3.63
H -0.43 3.25 1.90
H 2.08 2.85 3.43
H 3.45 1.30 2.58
H 3.10 0.59 1.10
O -1.61 0.27 3.55
C -2.12 -0.72 3.04
N -1.61 -1.37 1.95
S -2.55 -2.61 1.45
O -1.91 -3.87 1.77
O -2.98 -2.46 0.09
C -3.82 -2.35 2.66
C -4.99 -3.05 2.90
C -5.73 -2.70 4.02
C -5.31 -1.69 4.88
C -4.13 -0.99 4.62
C -3.40 -1.34 3.50
H -5.32 -3.83 2.23
H -6.66 -3.22 4.23
H -5.89 -1.45 5.75
H -3.78 -0.19 5.27

As for the electronic energy: -4539.875685 a.u. The spin multiplicity is 4.

***

Computed, not measured: a cluster of 2 separate species, C4H9N3 in total in a non-equilibrium geometry, with ωB97M-V/def2-TZVPD.

CARTESIAN COORDINATES (ANGSTROEM)
C 0.32 0.86 -2.21
N 0.90 0.00 -1.20
N 1.48 -1.18 -1.69
C 1.09 0.43 0.07
N 1.65 0.72 1.04
H 0.16 1.86 -1.82
H 1.00 0.94 -3.06
H -0.61 0.43 -2.59
H 2.49 -1.18 -1.58
H 1.10 -1.98 -1.19
C -1.92 -0.74 2.28
C -1.28 0.43 2.19
H -1.41 -1.65 2.54
H -2.97 -0.77 2.55
H -1.81 1.36 2.35
H -0.21 0.47 2.31

As for the electronic energy: -321.960880 a.u. The spin multiplicity is 1. The SMILES is CN(N)C#N.C=C.

***

Computed, not measured: a cluster of 2 separate species, C3H10N2O2 in total in a non-equilibrium geometry, with ωB97M-V/def2-TZVPD.

CARTESIAN COORDINATES (ANGSTROEM)
N 1.60 1.53 -0.66
C 0.74 0.27 -0.51
C 1.55 -0.89 -0.49
C 0.73 -2.13 -1.11
N -0.61 -2.25 -0.77
O 1.39 -2.80 -1.94
H 2.03 1.45 -1.58
H 1.09 2.29 -0.81
H 0.05 0.28 0.36
H 0.06 0.24 -1.41
H 1.80 -1.27 0.49
H 2.58 -0.91 -1.01
H -1.03 -3.10 -0.81
H -0.82 -1.63 0.00
O -4.06 2.77 3.64
H -3.91 3.75 3.32
H -3.17 2.40 3.30

As for the electronic energy: -380.253717 a.u. The spin multiplicity is 1. The SMILES is NCCC(N)=O.O.

***

Computed, not measured: a structure of composition C24H25FeN6O2S5, with ωB97M-V/def2-TZVPD.

CARTESIAN COORDINATES (ANGSTROEM)
Fe 0.21 0.17 0.31
C -0.21 -0.45 3.82
C -1.19 -1.09 2.82
N -1.42 -0.29 1.60
C -2.31 0.87 1.82
C -1.63 2.07 2.45
S 0.00 2.52 1.74
C 0.98 2.47 3.27
C 1.72 1.15 3.51
N 0.96 -0.01 3.10
H 0.02 -1.19 4.59
H -0.68 0.39 4.33
H -2.14 -1.26 3.33
H -0.81 -2.06 2.50
H -1.86 -0.91 0.92
H -3.16 0.57 2.44
H -2.68 1.17 0.85
H -1.46 1.92 3.52
H -2.29 2.92 2.35
H 0.32 2.72 4.09
H 1.71 3.28 3.20
H 2.05 1.11 4.56
H 2.62 1.14 2.89
H 1.59 -0.78 2.95
S 2.15 -0.98 0.63
C 1.69 -2.66 0.57
C 2.48 -3.67 1.10
C 2.07 -5.00 1.00
C 2.89 -6.03 1.57
N 3.56 -6.83 2.04
C 0.86 -5.32 0.37
C 0.07 -4.30 -0.17
C 0.48 -2.98 -0.08
S -0.44 -1.67 -0.80
C 0.42 -6.68 0.27
N 0.05 -7.76 0.17
H 3.41 -3.44 1.59
H -0.86 -4.56 -0.65
O -2.69 3.53 -0.19
C -2.71 3.53 -1.56
C -3.62 4.31 -2.26
C -3.62 4.32 -3.64
C -2.70 3.56 -4.34
C -1.79 2.79 -3.64
C -1.78 2.76 -2.25
C -0.77 1.90 -1.56
O -1.17 1.14 -0.60
N 0.43 1.92 -2.01
N 1.23 0.91 -1.39
C 1.86 0.30 -2.35
S 3.10 -0.93 -2.15
C 3.67 -0.87 -3.88
C 2.46 -0.60 -4.74
S 1.56 0.78 -4.01
H -3.28 4.24 0.11
H -4.34 4.92 -1.71
H -4.34 4.94 -4.17
H -2.69 3.56 -5.42
H -1.05 2.19 -4.16
H 4.11 -1.84 -4.09
H 4.43 -0.10 -4.00
H 1.81 -1.48 -4.77
H 2.73 -0.32 -5.76

As for the electronic energy: -4663.212046 a.u. The spin multiplicity is 2.